No. 1
{
  "formula": "C12H24O12",
  "method": "ωB97M-V/def2-TZVPD",
  "symbols": ["C", "O", "C", "O", "O", "C", "H", "H", "H", "H", "H", "H", "C", "O", "C", "O", "O", "C", "H", "H", "H", "H", "H", "H", "C", "O", "C", "O", "O", "C", "H", "H", "H", "H", "H", "H", "C", "O", "C", "O", "O", "C", "H", "H", "H", "H", "H", "H"],
  "xyz": [[0.7539, 3.9760, -0.3160], [-0.5761, 4.6190, -0.2040], [-0.6061, 5.8550, -0.2300], [0.4239, 6.5740, -0.2390], [-1.8901, 6.3280, -0.1740], [-2.2591, 7.6940, -0.4800], [1.4999, 4.1300, 0.3030], [1.1389, 4.2390, -1.2810], [0.7409, 2.8260, -0.2350], [-3.0381, 7.5100, -1.4230], [-1.5511, 8.3200, -0.5740], [-2.8281, 8.4430, 0.1710], [-1.4201, 0.5860, 2.3190], [-0.9491, -0.1270, 3.5310], [-1.3021, -1.3920, 3.7770], [-2.3521, -1.8460, 3.2440], [-0.5881, -2.1290, 4.6060], [-0.8351, -3.4850, 4.6920], [-2.3691, 0.6860, 2.2370], [-1.0251, -0.0460, 1.4450], [-1.0741, 1.7320, 2.1930], [-1.5521, -3.7820, 5.5010], [0.1849, -4.0410, 4.9380], [-1.2051, -4.0390, 3.8720], [-1.4081, -2.3330, -1.8580], [-1.4651, -1.2790, -2.7770], [-0.6421, -0.3050, -2.6480], [0.1659, -0.1090, -1.8040], [-0.7431, 0.5510, -3.7970], [0.0609, 1.5680, -4.0000], [-2.0691, -3.1050, -2.0020], [-1.2691, -2.0190, -0.7990], [-0.3891, -2.8940, -1.8960], [-0.0681, 2.5360, -3.4330], [-0.0741, 2.0480, -4.9920], [0.9879, 1.2010, -3.6160], [0.7639, -3.6230, 1.3050], [2.0809, -4.1260, 1.0160], [2.3819, -4.2460, -0.3210], [1.6769, -4.2990, -1.3010], [3.6579, -4.6260, -0.5240], [4.3159, -4.4550, -1.8260], [0.7249, -3.3880, 2.4800], [-0.1011, -4.0630, 0.9980], [0.6329, -2.7730, 0.6910], [4.3799, -3.3600, -2.0290], [3.7649, -4.6940, -2.7150], [5.3109, -4.8360, -1.8260]],
  "homo_ev": -10.41,
  "total_energy_ha": -1374.27623,
  "smiles": "COC(=O)OC.COC(=O)OC.COC(=O)OC.COC(=O)OC",
  "relative_energy_ev": 7.411,
  "lumo_energy_ev": 0.50
}

---

No. 2
{
  "formula": "C19H18N4ORhS2",
  "method": "ωB97M-V/def2-TZVPD",
  "symbols": ["Rh", "C", "C", "N", "N", "C", "S", "S", "C", "C", "C", "C", "C", "C", "C", "C", "C", "C", "C", "C", "C", "O", "H", "H", "H", "H", "H", "H", "H", "H", "H", "H", "H", "H", "H", "H", "N", "C", "C", "C", "N", "H", "H", "H", "H"],
  "xyz": [[0.6702, -0.1259, 1.3367], [-0.8795, -3.5115, 1.9603], [-0.2157, -2.6442, 0.9523], [-0.8070, -1.3493, 0.8781], [-1.2963, -1.1317, -0.4210], [-1.3020, 0.0916, -0.7948], [-0.4858, 1.3395, 0.1242], [-2.2678, 0.5211, -2.1964], [-1.0627, 1.4092, -3.2446], [-0.4671, 2.6593, -2.6626], [-1.2759, 3.6659, -2.1426], [-0.7103, 4.8075, -1.5970], [0.6703, 4.9551, -1.5684], [1.4812, 3.9609, -2.0975], [0.9138, 2.8193, -2.6423], [0.8232, -3.0116, 0.1429], [1.1847, -4.4014, -0.0522], [1.9677, -4.7654, -1.0836], [2.4791, -3.7735, -1.9887], [2.2573, -2.4505, -1.8116], [1.5252, -2.0067, -0.6681], [1.5752, -0.7864, -0.3445], [-1.8901, -3.7463, 1.6156], [-0.3413, -4.4256, 2.1894], [-0.9973, -2.9276, 2.8765], [-0.2860, 0.7073, -3.5446], [-1.6553, 1.6378, -4.1332], [-2.3529, 3.5457, -2.1504], [-1.3480, 5.5839, -1.1952], [1.1124, 5.8477, -1.1459], [2.5573, 4.0760, -2.0864], [1.5493, 2.0357, -3.0389], [0.7531, -5.1542, 0.5913], [2.1953, -5.8069, -1.2596], [3.0808, -4.1017, -2.8269], [2.6852, -1.6968, -2.4573], [-1.5481, 0.1716, 3.2110], [-2.0409, 0.7496, 4.3125], [-1.0209, 1.4819, 4.8848], [0.0708, 1.3014, 4.0365], [-0.2604, 0.4992, 3.0258], [-1.9806, -0.4213, 2.5110], [-3.0630, 0.5963, 4.6135], [-1.0640, 2.0683, 5.7845], [1.0668, 1.7069, 4.1074]],
  "homo_ev": -11.12,
  "charge": 1,
  "total_energy_ha": -1935.71728,
  "relative_energy_ev": 0.849,
  "lumo_energy_ev": -5.02
}

---

No. 3
{
  "formula": "C13H40Ba4F3O13",
  "method": "ωB97M-V/def2-TZVPD",
  "symbols": ["Ba", "Ba", "Ba", "Ba", "O", "H", "O", "H", "C", "O", "O", "C", "F", "F", "F", "C", "C", "H", "H", "H", "H", "H", "H", "O", "C", "C", "O", "H", "H", "H", "H", "C", "O", "H", "H", "H", "H", "C", "O", "H", "H", "H", "H", "C", "O", "H", "H", "H", "H", "C", "O", "H", "H", "H", "H", "C", "O", "H", "H", "H", "H", "C", "O", "H", "H", "H", "H", "C", "O", "H", "H", "H", "H"],
  "xyz": [[-4.8438, -1.6457, -0.0484], [-2.2335, -6.6615, -1.5379], [-3.2136, -2.4912, -5.8497], [-0.6992, -4.9970, 4.2211], [-5.3482, -4.4791, -3.0098], [-6.1640, -4.8365, -3.4114], [0.9097, -7.0479, 1.0443], [1.5279, -7.7867, 1.2072], [-5.6570, 2.6902, -3.5688], [-4.6237, 3.0586, -2.6694], [-5.5209, 1.2684, -3.6409], [-7.0108, 3.2449, -3.1074], [-6.9806, 4.4885, -2.5495], [-7.8345, 3.3078, -4.1542], [-7.6593, 2.5521, -2.1862], [-3.8526, 4.2560, -3.0320], [-2.8053, 4.2144, -1.9312], [-2.3617, 5.2045, -1.8260], [-3.0329, 3.7500, -0.9717], [-1.9895, 3.5777, -2.2734], [-4.4795, 5.1405, -2.9193], [-3.3290, 4.3148, -3.9861], [-5.3574, 3.0967, -4.5348], [-0.7547, -1.9978, -1.5327], [0.3602, -1.6571, -0.8463], [0.2688, -0.9004, 0.5862], [-0.7677, -1.2148, 1.5164], [0.8959, -0.9895, -1.5212], [1.0175, -2.5080, -0.6671], [0.0695, 0.1515, 0.3811], [1.2908, -0.7998, 0.9515], [4.4583, -5.3749, -2.0063], [4.3077, -6.1975, -0.8581], [5.2696, -5.5440, -2.7144], [3.5942, -5.6712, -2.6011], [4.5657, -4.3584, -1.6277], [3.3650, -6.3468, -0.7550], [4.6302, 3.2782, 3.2952], [3.9436, 2.7310, 4.4371], [5.2674, 2.4515, 2.9809], [4.0481, 3.7003, 2.4759], [5.1572, 4.1758, 3.6185], [3.6713, 1.8278, 4.2593], [-4.6764, 2.1863, 4.1571], [-4.4935, 1.8759, 2.8171], [-4.3976, 1.4234, 4.8839], [-3.8843, 2.9216, 4.2989], [-5.6235, 2.7172, 4.2535], [-3.5926, 1.5950, 2.6406], [5.0400, -3.4059, 3.6710], [3.7535, -4.0841, 3.6952], [5.5167, -3.5295, 2.6986], [5.0569, -2.3448, 3.9195], [5.6930, -3.9362, 4.3642], [3.6726, -4.5780, 2.8760], [4.8520, 2.3962, -1.7298], [5.8784, 3.4460, -1.6981], [4.9270, 1.7244, -2.5849], [4.9101, 1.7484, -0.8551], [3.8447, 2.8066, -1.6600], [6.3763, 3.2937, -2.5046], [0.9782, 1.3626, -6.3066], [-0.3378, 1.3360, -6.8955], [0.9294, 1.7350, -5.2834], [1.3663, 0.3440, -6.2973], [1.7910, 1.7887, -6.8948], [-0.3585, 2.1771, -7.3578], [0.1529, -0.6502, 8.2489], [0.2537, -1.2285, 6.9181], [-0.8933, -0.5251, 8.5282], [0.5913, -1.2739, 9.0279], [0.6786, 0.2986, 8.1416], [-0.1043, -0.5959, 6.2910]],
  "homo_ev": -12.32,
  "charge": 3,
  "total_energy_ha": -1897.34619,
  "lumo_energy_ev": -9.69
}

---

No. 4
{
  "formula": "C19H56BaFeN2O17P",
  "method": "ωB97M-V/def2-TZVPD",
  "symbols": ["Fe", "Ba", "P", "O", "O", "O", "O", "C", "O", "H", "H", "H", "H", "C", "C", "C", "O", "C", "N", "H", "H", "H", "H", "H", "H", "H", "H", "H", "H", "H", "C", "C", "C", "O", "C", "N", "H", "H", "H", "H", "H", "H", "H", "H", "H", "H", "H", "C", "C", "O", "O", "H", "H", "H", "H", "H", "H", "C", "C", "O", "O", "H", "H", "H", "H", "H", "H", "C", "C", "O", "O", "H", "H", "H", "H", "H", "H", "C", "C", "O", "O", "H", "H", "H", "H", "H", "H", "C", "C", "O", "O", "H", "H", "H", "H", "H", "H"],
  "xyz": [[-17.2018, 5.5524, 13.0213], [-19.2063, 10.6131, 15.0348], [-18.1800, 7.7591, 13.9597], [-17.3156, 7.4617, 12.6911], [-17.4028, 8.6767, 14.9700], [-18.2610, 6.2758, 14.4574], [-19.5194, 8.3861, 13.6167], [-21.2912, 5.6317, 15.3912], [-20.0807, 5.1664, 16.0113], [-21.9419, 4.8097, 15.0927], [-21.8521, 6.0526, 16.2257], [-21.0084, 6.2386, 14.5310], [-19.4241, 5.6306, 15.4868], [-20.6117, 7.5630, 18.7311], [-20.6519, 8.8649, 17.9495], [-19.9764, 9.9224, 18.7783], [-19.8807, 11.0797, 17.8306], [-20.0706, 12.3211, 18.4633], [-19.8434, 8.5503, 16.8001], [-21.0461, 6.8306, 18.0507], [-21.1893, 7.5222, 19.6546], [-19.5915, 7.2401, 18.9387], [-21.6495, 9.1444, 17.6108], [-19.0071, 9.6713, 19.2088], [-20.7024, 10.1338, 19.5634], [-20.0656, 13.1061, 17.7071], [-19.2099, 12.5960, 19.0731], [-20.9309, 12.3093, 19.1325], [-18.8854, 8.4314, 17.0972], [-20.1998, 7.7286, 16.3333], [-13.6858, 4.0675, 15.3433], [-14.9385, 4.2554, 14.3711], [-16.2537, 3.6656, 14.9520], [-17.1949, 3.6284, 13.8753], [-18.3534, 2.7460, 14.0407], [-15.2212, 5.5911, 13.9442], [-13.7162, 4.8147, 16.1363], [-12.8313, 4.3485, 14.7277], [-13.4756, 3.0698, 15.7286], [-14.5617, 3.7696, 13.4710], [-16.7675, 4.2341, 15.7272], [-16.1217, 2.6418, 15.3019], [-19.2434, 3.2243, 14.4495], [-18.0984, 1.8900, 14.6655], [-18.7451, 2.4016, 13.0836], [-15.5411, 6.1256, 14.7393], [-14.2602, 5.8802, 13.8297], [-15.4296, 7.6825, 17.4140], [-16.8143, 8.0118, 18.0309], [-17.1784, 9.1652, 17.2864], [-15.5596, 7.2704, 16.1127], [-14.9358, 6.9124, 18.0066], [-14.8038, 8.5630, 17.5599], [-16.7271, 8.1059, 19.1134], [-17.5801, 7.2582, 17.8474], [-17.1480, 8.8522, 16.3793], [-16.2514, 7.8102, 15.7236], [-17.9598, 9.3386, 10.0882], [-19.2086, 10.2279, 10.4786], [-18.7167, 11.5431, 10.9603], [-16.9699, 9.3092, 11.0326], [-17.5204, 9.5533, 9.1141], [-18.4171, 8.3495, 10.1136], [-19.6097, 9.6746, 11.3278], [-19.8420, 10.1453, 9.5954], [-18.6147, 11.5262, 11.9147], [-17.1937, 8.5060, 11.5084], [-17.3341, 3.9208, 10.5013], [-18.6372, 4.8201, 10.5271], [-18.9779, 4.9986, 11.8403], [-16.4223, 4.7984, 11.0669], [-17.2777, 3.6905, 9.4374], [-17.3849, 3.0502, 11.1552], [-19.4561, 4.2345, 10.1093], [-18.6282, 5.8113, 10.0737], [-19.8757, 5.3337, 11.8972], [-15.5918, 4.7166, 10.5923], [-22.1063, 7.6315, 11.6595], [-22.6883, 8.3433, 12.8943], [-21.8817, 9.3608, 13.4716], [-20.9462, 6.8081, 12.0105], [-21.8500, 8.4038, 10.9342], [-22.9101, 7.0276, 11.2385], [-22.9165, 7.5919, 13.6503], [-23.6389, 8.8049, 12.6271], [-21.0233, 8.9311, 13.4840], [-20.3062, 7.3281, 12.5021], [-13.0984, 10.6570, 13.6396], [-14.1462, 9.7972, 14.3328], [-15.3676, 9.7154, 13.6162], [-13.0829, 10.5056, 12.1834], [-12.1121, 10.4432, 14.0515], [-13.3256, 11.6726, 13.9637], [-14.3086, 10.2001, 15.3325], [-13.8351, 8.7671, 14.5065], [-16.0161, 9.1487, 14.0404], [-12.1444, 10.6267, 12.0214]],
  "homo_ev": [-10.77, -10.08],
  "charge": 1,
  "total_energy_ha": -3776.57215,
  "lumo_energy_ev": [-2.82, -2.82],
  "s2": 6.006,
  "spin_multiplicity": 5
}

---

No. 5
{
  "formula": "C29H61N5O19",
  "method": "ωB97M-V/def2-TZVPD",
  "symbols": ["C", "C", "O", "N", "H", "H", "C", "H", "H", "H", "H", "H", "H", "C", "C", "O", "N", "H", "H", "C", "H", "H", "H", "H", "H", "H", "C", "C", "O", "N", "H", "H", "C", "H", "H", "H", "H", "H", "H", "C", "C", "O", "N", "H", "H", "C", "H", "H", "H", "H", "H", "H", "C", "C", "O", "N", "H", "H", "C", "H", "H", "H", "H", "H", "H", "C", "C", "O", "O", "H", "H", "H", "C", "C", "O", "O", "H", "H", "H", "C", "C", "O", "O", "H", "H", "H", "C", "C", "O", "O", "H", "H", "H", "C", "C", "O", "O", "H", "H", "H", "C", "C", "O", "O", "H", "H", "H", "C", "C", "O", "O", "H", "H", "H"],
  "xyz": [[1.1156, 1.2566, -9.1107], [1.9040, 0.3442, -9.6334], [2.7460, -0.3386, -10.0522], [0.4093, -5.8871, -0.6779], [0.6833, -5.0821, -0.1666], [0.6352, -5.6027, -1.6092], [-0.8239, -6.5986, -0.4401], [0.1430, 1.4528, -9.5022], [1.5837, 1.6998, -8.2184], [2.2668, -6.4931, -0.9419], [-0.8874, -7.3455, -1.2209], [-1.7606, -6.0823, -0.6091], [-0.8297, -7.1158, 0.5093], [4.4942, 3.2074, 0.0288], [3.7586, 4.5937, -0.0458], [3.7032, 5.1056, -1.2018], [3.1270, 5.2314, 0.8952], [2.9073, 6.1573, 0.6140], [-4.8687, 4.1557, 4.8215], [2.8621, 4.9488, 2.2691], [3.7603, 2.4772, 0.3321], [5.2932, 3.2974, 0.8083], [4.9988, 3.0479, -0.9364], [3.2492, 3.9450, 2.4990], [1.8253, 5.0049, 2.5766], [3.4225, 5.6164, 2.9666], [6.3986, -3.3669, 3.0937], [5.9865, -4.7482, 2.7051], [6.8148, -5.5622, 2.4361], [4.6480, -5.0482, 2.7296], [1.2886, -1.4785, 4.1850], [4.1150, -4.1926, 2.8216], [4.1036, -6.2296, 2.1531], [7.0992, -2.8760, 2.4327], [6.8921, -3.3301, 4.0543], [5.5250, -2.7649, 3.2692], [4.0989, -6.2849, 1.1058], [3.0842, -6.3014, 2.5250], [4.7316, -7.0814, 2.3912], [-4.4989, 4.2881, -0.7988], [-5.9124, 4.3064, -1.1329], [-6.2487, 4.7945, -2.2253], [-6.7863, 4.0461, -0.1692], [3.6273, 4.4363, -2.6944], [-6.6220, 3.4725, 0.6281], [-8.2054, 4.3387, -0.3639], [-4.3459, 3.7530, 0.1154], [-4.2419, 5.3213, -0.5630], [-3.8096, 4.1332, -1.6129], [-8.2570, 5.3227, -0.9484], [-8.7138, 4.4278, 0.6460], [-8.7903, 3.5221, -0.8634], [1.8250, -1.6275, 0.3648], [1.1993, -0.8866, -0.7038], [0.5082, -1.3540, -1.5967], [1.6365, 0.4139, -0.6409], [-0.9705, -2.3441, -2.2907], [2.1392, 0.6276, 0.1774], [1.2035, 1.4517, -1.4816], [1.4205, -2.6783, 0.3297], [1.4622, -1.1707, 1.2578], [2.8779, -1.6750, 0.3558], [0.0821, 1.5115, -1.5765], [1.6279, 1.3079, -2.4812], [1.5888, 2.4233, -1.1247], [3.5419, 0.9186, 4.0964], [2.9918, 0.1588, 2.9502], [2.5460, 0.8889, 2.0450], [3.0667, -1.1128, 3.0373], [4.5532, 1.3350, 3.8162], [3.7514, 0.2172, 4.9729], [2.8983, 1.7290, 4.3987], [1.7214, 5.9791, -3.1029], [2.2778, 5.0083, -4.0870], [2.1444, 5.0145, -5.2532], [3.1544, 4.0096, -3.6679], [0.6193, 5.8345, -3.1083], [1.9017, 6.9846, -3.4759], [2.1993, 6.0390, -2.1447], [3.0797, -5.0252, -2.4669], [3.9655, -6.0156, -1.7309], [5.1170, -6.1754, -1.8856], [3.3148, -6.7907, -0.8902], [2.8032, -4.1769, -1.8216], [2.1788, -5.5113, -2.8014], [3.4708, -4.6579, -3.3883], [-1.2654, -1.0319, 2.3851], [-0.1571, -1.8285, 3.0733], [0.3643, -1.2577, 4.1186], [0.1231, -2.8584, 2.5288], [-1.4640, -0.0937, 2.8336], [-2.1344, -1.6510, 2.3982], [-0.9694, -1.0312, 1.2872], [-3.1251, -1.5750, -1.6727], [-2.8485, -2.7114, -2.5454], [-3.7481, -3.4645, -2.9603], [-1.5423, -3.0359, -2.7196], [-2.2993, -0.8610, -1.6773], [-3.3128, -1.9358, -0.6896], [-4.0779, -1.1913, -2.0200], [-8.5006, -0.1046, 0.4825], [-7.6381, 0.7141, 1.4890], [-7.1004, 1.7704, 0.9825], [-7.5817, 0.2343, 2.6378], [-9.3148, -0.6251, 0.9817], [-7.9868, -0.8799, -0.0638], [-8.8826, 0.5870, -0.2806], [-4.4879, 1.4136, 3.2744], [-4.7726, 2.8545, 3.4250], [-4.9774, 3.6302, 2.5485], [-4.7188, 3.1673, 4.7611], [-3.5299, 1.3303, 2.8395], [-5.1795, 1.1047, 2.5093], [-4.4692, 0.7855, 4.1184]],
  "homo_ev": -3.78,
  "charge": -2,
  "total_energy_ha": -2845.09880,
  "lumo_energy_ev": 3.15
}

---

No. 6
{
  "formula": "C5H7OP",
  "method": "ωB97M-V/def2-TZVPD",
  "symbols": ["C", "C", "C", "C", "C", "O", "P", "H", "H", "H", "H", "H", "H", "H"],
  "xyz": [[0.2167, 0.4890, -0.7413], [-0.7648, 0.7951, 0.1329], [1.3532, -0.4865, -0.6760], [0.8560, -1.8461, -0.2335], [-1.5355, 1.6703, 1.0115], [-0.1699, 1.0377, -1.8095], [0.1650, -1.7543, 1.4725], [1.7789, -0.8002, -1.6926], [2.0178, -0.0222, -0.0290], [-0.0032, -2.2887, -0.8931], [1.4664, -2.6477, -0.3366], [-2.0923, 2.3755, 0.4520], [-1.0075, 2.3772, 1.6150], [-2.2808, 1.1008, 1.7281]],
  "homo_ev": [-7.96, -8.21],
  "total_energy_ha": -611.05163,
  "relative_energy_ev": 6.391,
  "lumo_energy_ev": [-1.13, -1.42]
}

---

No. 7
{
  "formula": "C4H5NO",
  "method": "ωB97M-V/def2-TZVPD",
  "symbols": ["N", "C", "C", "C", "C", "O", "H", "H", "H", "H", "H"],
  "xyz": [[3.1084, 0.5273, 1.1804], [2.1221, 0.4956, 0.5623], [0.9100, 0.4228, -0.1944], [-0.3138, 0.3384, 0.4196], [-1.4687, -0.1626, -0.3858], [-1.0543, -1.4665, -0.0259], [0.0277, -1.2854, -0.3752], [0.9708, 0.7665, -1.2314], [-0.4317, 0.3020, 1.5062], [-2.4583, 0.0383, 0.0129], [-1.4122, 0.0237, -1.4685]],
  "homo_ev": -9.71,
  "total_energy_ha": -285.30509,
  "smiles": "N#C/C=C/CO",
  "relative_energy_ev": 2.979,
  "lumo_energy_ev": 0.12
}